Entry 1:
{
  "formula": "C12H8N2O4Pd",
  "method": "wB97M-V/def2-TZVPD",
  "species": ["Pd", "C", "O", "C", "O", "C", "O", "C", "O", "C", "H", "H", "C", "H", "H", "N", "C", "C", "C", "C", "C", "N", "C", "H", "H", "H", "H"],
  "positions_angstrom": [[-0.0934, 0.5436, -0.6024], [-0.6737, -1.3709, -1.0332], [-0.9869, -2.4439, -1.2935], [-0.7708, 0.9041, -2.4590], [-1.1741, 1.0388, -3.5195], [1.6721, 0.1348, -1.3450], [2.7027, -0.1205, -1.7977], [-1.8798, 0.8783, 0.1086], [-2.9446, 1.0665, 0.5100], [1.3535, 5.2455, 0.6599], [0.7143, 5.3669, 1.5450], [2.4089, 5.0103, 0.8538], [0.9235, 5.5841, -0.5690], [1.6121, 5.6380, -1.4235], [-0.0825, 5.9946, -0.7323], [-3.4339, -4.0755, 1.0212], [-2.4098, -3.5712, 1.1928], [-1.0701, -3.0196, 1.3280], [-0.0157, -3.8276, 0.8526], [1.1909, -3.2174, 0.6146], [1.3219, -1.8563, 0.7508], [0.2819, -1.1110, 1.0945], [-0.8793, -1.6541, 1.5193], [-0.2118, -4.8483, 0.5135], [1.9676, -3.8083, 0.1380], [2.2773, -1.4313, 0.3520], [-1.8006, -1.0496, 1.7205]],
  "forces_ev_per_angstrom": [[0.24, -0.48, 0.80], [-1.67, -4.87, -1.90], [0.91, 3.67, 0.20], [-1.95, 1.81, -5.71], [1.25, -0.53, 3.34], [7.15, -0.63, -2.16], [-4.36, 0.94, 1.59], [-6.41, 2.20, 3.45], [4.24, -0.92, -1.85], [0.10, 0.34, 0.06], [0.21, -0.22, -0.47], [-0.53, -0.06, -0.17], [0.10, 0.36, 0.05], [-0.34, -0.22, 0.40], [0.41, -0.38, 0.09], [0.62, 0.48, 0.02], [-0.12, -0.19, 0.73], [-0.45, -0.87, -0.16], [-0.80, 0.29, 0.14], [0.62, -1.11, -0.15], [1.07, -0.59, -0.77], [-0.28, 1.41, 1.36], [-0.59, -0.69, -0.66], [0.09, 0.26, 0.40], [0.21, 0.19, 0.35], [-1.09, 0.07, 0.89], [1.34, -0.26, 0.10]],
  "max_force_ev_per_a": 7.6,
  "e_above_lowest_kcal_mol": 55.8,
  "total_charge": 2,
  "homo_lumo_gap_ev": [6.8, 3.3],
  "lumo_ev": [-8.863, -11.763],
  "multiplicity": 3,
  "s_squared": 2.015
}

Entry 2:
{
  "formula": "C3H5BrS",
  "method": "wB97M-V/def2-TZVPD",
  "species": ["C", "C", "C", "S", "Br", "H", "H", "H", "H", "H"],
  "positions_angstrom": [[-1.5782, 1.6583, -1.0237], [-1.8725, 0.5594, -0.1191], [1.0530, -1.1392, 1.0257], [-2.1447, 2.0719, 0.6498], [-3.0626, -0.8852, 0.0184], [-0.5723, 1.7706, -1.2617], [-2.1570, 1.8969, -1.7910], [1.7785, -0.9221, 0.3706], [0.9069, -2.1833, 1.0339], [0.3673, -0.3626, 1.3021]],
  "forces_ev_per_angstrom": [[1.06, -1.67, 2.45], [-0.41, -0.20, 0.91], [-1.63, -0.19, 1.19], [0.29, 0.31, 0.26], [0.18, 0.10, -0.49], [1.84, 0.45, -0.03], [-2.93, 0.97, -3.10], [2.73, 1.31, -2.17], [-0.83, -0.90, 0.65], [-0.30, -0.19, 0.33]],
  "max_force_ev_per_a": 4.4,
  "e_above_lowest_kcal_mol": 110.3,
  "homo_lumo_gap_ev": [8.3, 8.2],
  "lumo_ev": [-0.590, 0.178],
  "multiplicity": 1
}

Entry 3:
{
  "formula": "C25H74ClN4O14",
  "method": "wB97M-V/def2-TZVPD",
  "species": ["C", "C", "O", "C", "N", "N", "C", "C", "C", "N", "C", "C", "N", "C", "C", "C", "C", "Cl", "H", "H", "H", "H", "H", "H", "H", "H", "H", "H", "H", "H", "H", "H", "H", "H", "H", "H", "H", "H", "H", "H", "C", "O", "H", "H", "H", "H", "C", "O", "H", "H", "H", "H", "C", "O", "H", "H", "H", "H", "C", "O", "H", "H", "H", "H", "C", "O", "H", "H", "H", "H", "C", "O", "H", "H", "H", "H", "C", "O", "H", "H", "H", "H", "C", "O", "H", "H", "H", "H", "C", "O", "H", "H", "H", "H", "C", "O", "H", "H", "H", "H", "C", "O", "H", "H", "H", "H", "C", "O", "H", "H", "H", "H", "C", "O", "H", "H", "H", "H"],
  "positions_angstrom": [[3.3826, -1.9336, 2.9149], [2.1038, -2.7462, 3.1674], [1.3913, -3.1002, 1.9778], [0.4080, -2.2234, 1.5882], [0.9650, -0.8761, 1.2461], [1.7336, -0.9507, 0.1485], [2.3043, 0.1473, -0.2565], [2.2148, 1.4198, 0.3806], [2.9759, 2.5758, -0.2346], [4.4350, 2.4119, -0.0978], [1.4020, 1.4608, 1.5403], [1.1910, 2.6842, 2.3870], [1.7911, 2.5502, 3.7409], [0.7603, 0.2620, 1.9170], [-0.1879, 0.2973, 3.1049], [-1.6734, 0.2119, 2.7321], [-2.2671, 1.4285, 2.0243], [-2.5711, -0.1282, 4.2494], [3.5045, -1.6804, 1.8644], [4.2639, -2.4922, 3.2224], [3.3667, -1.0175, 3.5079], [2.3861, -3.6936, 3.6229], [1.4519, -2.2525, 3.8926], [0.0121, -2.5962, 0.6445], [-0.4148, -2.1435, 2.2946], [2.8858, 0.0618, -1.1673], [2.6515, 3.5287, 0.1583], [2.7521, 2.5653, -1.3042], [4.6674, 2.3416, 0.8897], [4.6995, 1.5093, -0.4814], [1.6636, 3.5432, 1.9332], [0.1383, 2.9520, 2.4549], [2.3212, 1.6894, 3.7989], [1.0772, 2.5069, 4.4584], [0.0215, -0.5849, 3.7135], [0.0218, 1.1519, 3.7383], [-1.8830, -0.6358, 2.0842], [-1.6964, 2.3289, 2.2468], [-3.2999, 1.5962, 2.3141], [-2.2899, 1.2106, 0.9550], [0.1709, 3.0658, 6.6555], [0.0891, 1.7346, 6.1388], [1.2248, 3.3086, 6.7649], [-0.2913, 3.7857, 5.9746], [-0.3107, 3.1375, 7.6317], [-0.8439, 1.5149, 6.0449], [2.9668, -0.0988, -4.2902], [2.3651, 0.8368, -3.3800], [3.7859, 0.4089, -4.7914], [3.3582, -0.9590, -3.7409], [2.2447, -0.4323, -5.0320], [1.6411, 0.3923, -2.9286], [-4.5572, -1.7692, 0.2601], [-3.9095, -0.6012, 0.7813], [-4.3483, -1.8040, -0.8060], [-4.1574, -2.6662, 0.7327], [-5.6336, -1.7269, 0.4198], [-4.0846, -0.5732, 1.7282], [1.7488, 6.3841, 0.3837], [0.8166, 5.3287, 0.6655], [2.6494, 6.1944, 0.9661], [2.0031, 6.4077, -0.6744], [1.3296, 7.3478, 0.6810], [0.0244, 5.4960, 0.1464], [4.7651, 7.1936, -1.8088], [3.4011, 6.9779, -2.1690], [4.7743, 7.6107, -0.8050], [5.3267, 6.2562, -1.8089], [5.2447, 7.8998, -2.4893], [3.3898, 6.6119, -3.0580], [-0.2200, 2.4562, -2.0749], [-0.9315, 3.4207, -1.2994], [0.3958, 2.9985, -2.7866], [0.4341, 1.8574, -1.4283], [-0.8944, 1.7907, -2.6215], [-1.4684, 2.9533, -0.6524], [-1.9164, -2.9206, -2.5302], [-3.2028, -3.5107, -2.4489], [-1.9819, -1.9411, -2.0513], [-1.1732, -3.5301, -2.0149], [-1.6154, -2.7894, -3.5606], [-3.1674, -4.3764, -2.8675], [-6.7982, 2.4150, 2.1222], [-5.3844, 2.5762, 1.9999], [-7.0615, 2.6258, 3.1549], [-7.3299, 3.1114, 1.4709], [-7.1002, 1.3936, 1.8791], [-5.1578, 2.3883, 1.0837], [2.3097, -2.5367, -7.0267], [3.6879, -2.2314, -6.8018], [1.7932, -2.4778, -6.0790], [1.8697, -1.8172, -7.7207], [2.2007, -3.5455, -7.4310], [4.1252, -2.2888, -7.6567], [-5.5949, -5.1241, 0.7394], [-6.2891, -4.1432, 1.5010], [-5.0290, -4.6227, -0.0436], [-4.9026, -5.6827, 1.3757], [-6.3000, -5.8168, 0.2718], [-6.7783, -4.6197, 2.1812], [-7.3072, -7.6765, 3.2013], [-6.6779, -6.5218, 3.7581], [-7.0854, -7.6886, 2.1372], [-6.9200, -8.5910, 3.6548], [-8.3901, -7.6400, 3.3383], [-6.8734, -6.5095, 4.6990], [1.3651, -5.0643, -2.3920], [0.0603, -5.4689, -2.7971], [1.2777, -4.6284, -1.3986], [2.0459, -5.9165, -2.3426], [1.7777, -4.3148, -3.0741], [0.1363, -5.8576, -3.6746], [6.2357, 1.7993, -6.3910], [5.6517, 1.1037, -7.4870], [6.7903, 2.6456, -6.7868], [5.4621, 2.1714, -5.7123], [6.9252, 1.1491, -5.8458], [5.1626, 0.3532, -7.1360]],
  "forces_ev_per_angstrom": [[-0.17, 0.14, 0.22], [0.43, -0.40, 0.32], [0.07, 0.36, 0.04], [-0.14, -0.52, -0.45], [0.28, 0.56, -0.40], [-0.31, 0.11, 0.27], [0.16, 0.48, 0.24], [-0.96, -0.26, 1.12], [0.23, -0.51, -0.26], [-0.47, -0.30, 0.41], [0.66, -0.17, -1.37], [0.86, 0.57, 0.53], [-0.22, -0.14, -0.54], [-0.52, 0.26, 0.62], [0.06, -1.10, -0.24], [-0.23, 0.28, -0.35], [0.34, -0.03, 0.04], [0.02, -0.01, 0.16], [-0.03, -0.03, -0.03], [0.00, -0.02, -0.05], [0.07, 0.09, -0.10], [-0.15, -0.07, -0.08], [-0.17, 0.07, -0.16], [-0.03, 0.00, 0.04], [0.16, 0.32, 0.26], [0.03, -0.09, 0.01], [-0.03, 0.16, 0.12], [-0.04, 0.09, 0.01], [0.10, 0.23, -0.01], [0.16, 0.12, -0.22], [-0.10, 0.05, -0.40], [0.02, -0.11, -0.02], [0.11, 0.06, 0.21], [0.19, -0.07, 0.06], [0.07, 0.09, 0.11], [-0.16, -0.12, -0.18], [0.14, -0.20, 0.14], [-0.15, 0.06, -0.07], [-0.04, 0.02, 0.10], [0.17, 0.23, -0.04], [-0.09, 0.02, 0.16], [-0.08, 0.11, -0.17], [0.00, -0.02, -0.02], [0.02, 0.04, 0.03], [0.02, 0.02, 0.00], [-0.03, -0.12, 0.07], [-0.19, 0.06, 0.34], [0.17, 0.00, 0.04], [-0.03, 0.04, 0.04], [0.07, -0.06, -0.16], [0.03, -0.03, -0.09], [-0.10, -0.01, -0.23], [0.08, 0.10, -0.01], [0.07, -0.01, 0.03], [0.00, -0.03, 0.00], [-0.08, -0.06, -0.03], [-0.01, -0.08, 0.01], [-0.20, 0.03, -0.03], [-0.39, -0.08, -0.05], [0.15, 0.04, 0.11], [-0.02, -0.03, 0.03], [0.04, 0.04, 0.14], [0.11, 0.04, 0.04], [0.02, -0.16, -0.10], [-0.10, -0.06, -0.12], [0.25, -0.01, -0.18], [-0.02, 0.01, 0.01], [0.04, 0.02, 0.04], [0.04, 0.03, 0.05], [-0.05, 0.05, -0.02], [-0.18, 0.19, 0.31], [0.13, -0.20, -0.11], [0.01, 0.00, -0.01], [-0.04, -0.02, -0.15], [0.01, 0.03, 0.00], [-0.06, 0.02, -0.04], [-0.18, -0.05, 0.42], [-0.11, 0.00, 0.05], [-0.04, -0.03, -0.04], [0.08, 0.05, -0.03], [0.22, 0.11, -0.35], [0.03, 0.03, 0.04], [0.11, -0.01, -0.07], [-0.05, -0.07, -0.05], [0.02, 0.01, 0.02], [-0.05, 0.00, 0.04], [-0.04, 0.00, 0.03], [0.02, 0.00, 0.01], [0.40, 0.03, -0.38], [-0.19, 0.06, 0.03], [-0.06, 0.00, 0.23], [-0.14, -0.05, 0.03], [-0.11, 0.01, 0.03], [0.12, -0.02, 0.06], [-0.15, -0.03, 0.23], [0.03, -0.04, -0.10], [-0.05, 0.06, 0.00], [0.02, -0.08, -0.08], [0.10, -0.06, -0.07], [0.07, 0.02, 0.13], [0.01, 0.07, 0.17], [-0.08, -0.01, -0.17], [0.02, 0.02, -0.01], [0.00, -0.03, -0.06], [-0.01, -0.03, -0.06], [0.04, 0.08, 0.00], [-0.12, -0.07, -0.13], [0.14, 0.00, -0.09], [-0.01, -0.01, 0.01], [0.05, 0.03, 0.04], [0.04, 0.01, 0.05], [-0.06, -0.04, 0.08], [-0.17, -0.29, -0.07], [0.01, 0.08, 0.04], [-0.02, -0.01, -0.07], [0.09, 0.07, 0.08], [0.03, 0.10, 0.09], [0.00, -0.01, -0.03]],
  "max_force_ev_per_a": 1.5,
  "total_charge": 1,
  "homo_lumo_gap_ev": 7.7,
  "lumo_ev": -3.989,
  "multiplicity": 1
}